# C4H4N2O2

A molecular structure, C4H4N2O2 (ωB97M-V/def2-TZVPD, the OMol25 dataset).

Each line ends with the Löwdin charge.
Positions of all 12 atoms, in Å:
C1 1.189 0.242 0.194  -0.067
C2 -1.068 0.360 0.041  -0.559
C3 -2.243 -0.537 0.185  0.001
C4 -3.451 -0.749 -0.075  0.148
H1 4.143 -1.167 -0.525  0.231
H2 3.764 0.703 0.704  0.207
H3 1.020 1.314 0.153  0.123
H4 -4.510 -1.117 -0.020  0.060
N1 3.374 -0.124 -0.151  -0.127
N2 2.212 -0.570 0.089  -0.128
O1 -0.097 -0.452 -0.116  0.046
O2 -1.163 1.607 -0.127  0.063

Output
energy	-11280.552	eV
F_max	0.149	Eh/bohr
E_LUMO	0.077	eV
HOMO-LUMO gap	8.9655	eV
energy above the lowest of the compared OMol25 structures with the same formula, charge and spin	184.2	kcal/mol
highest occupied orbital energy	-8.9	eV


# C27H31FN5RuSi

A molecular structure, C27H31FN5RuSi (ωB97M-V/def2-TZVPD, the OMol25 dataset).

Each line ends with the Löwdin spin population.
Positions of all 66 atoms, in Å:
Ru1 -0.123 0.155 -0.083  3.430
C1 0.500 -0.707 -3.085  0.006
N1 0.932 0.443 -2.274  0.084
C2 2.400 0.518 -2.187  0.006
C3 2.925 0.854 -0.808  0.008
C4 4.273 1.134 -0.635  0.002
C5 4.728 1.485 0.621  -0.001
C6 3.821 1.559 1.673  0.003
C7 2.505 1.248 1.422  0.011
N2 2.062 0.887 0.206  0.077
C8 0.343 1.690 -2.800  0.005
C9 0.272 2.796 -1.776  0.005
C10 0.616 4.099 -2.088  0.002
C11 0.457 5.086 -1.127  -0.002
C12 -0.036 4.733 0.118  0.003
C13 -0.343 3.407 0.355  0.008
N3 -0.200 2.452 -0.571  0.068
C14 -0.980 -0.940 -2.939  0.005
C15 -1.744 -1.431 -3.981  0.002
C16 -3.095 -1.658 -3.774  -0.003
C17 -3.643 -1.375 -2.534  0.003
C18 -2.815 -0.873 -1.550  0.008
N4 -1.507 -0.659 -1.742  0.069
H1 1.035 -1.589 -2.727  0.000
H2 0.758 -0.580 -4.141  0.002
H3 2.778 1.267 -2.888  0.001
H4 2.830 -0.433 -2.505  0.000
H5 4.949 1.091 -1.480  0.001
H6 5.774 1.711 0.779  0.000
H7 4.132 1.850 2.666  0.000
H8 1.764 1.282 2.212  0.004
H9 -0.677 1.472 -3.118  0.000
H10 0.892 2.025 -3.685  0.002
H11 0.998 4.338 -3.072  0.000
H12 0.717 6.113 -1.347  0.000
H13 -0.175 5.468 0.898  0.000
H14 -0.717 3.092 1.320  0.002
H15 -1.285 -1.630 -4.940  0.001
H16 -3.712 -2.043 -4.575  0.000
H17 -4.693 -1.530 -2.332  0.000
H18 -3.206 -0.630 -0.569  0.002
C19 2.087 -2.036 2.512  0.011
Si1 0.474 -2.543 1.767  0.039
C20 0.696 -2.893 -0.047  0.037
C21 -0.152 -4.065 2.605  0.002
N5 -0.618 -1.097 1.778  0.422
C22 -1.739 -0.881 2.449  0.083
C23 -2.260 -1.705 3.510  0.135
C24 -3.435 -1.406 4.141  0.000
C25 -4.177 -0.272 3.776  0.220
C26 -3.724 0.579 2.760  -0.005
C27 -2.552 0.268 2.149  0.140
F1 -2.099 1.090 1.162  0.075
H19 2.629 -2.949 2.775  0.001
H20 1.979 -1.445 3.424  0.000
H21 2.703 -1.479 1.803  0.000
H22 1.509 -3.612 -0.184  0.004
H23 0.986 -1.999 -0.615  0.011
H24 -0.204 -3.301 -0.512  0.000
H25 0.588 -4.846 2.405  0.000
H26 -1.111 -4.419 2.221  0.000
H27 -0.213 -3.963 3.690  0.000
H28 -1.700 -2.574 3.810  0.005
H29 -3.795 -2.047 4.934  -0.003
H30 -5.105 -0.045 4.283  0.011
H31 -4.274 1.463 2.466  -0.003

Output
energy	-49116.803	eV
F_max	0.009	Eh/bohr
E_LUMO (alpha / beta)	-4.896 / -7.701	eV
HOMO-LUMO gap (alpha / beta)	8.7279 / 6.4556	eV
highest occupied orbital energy (alpha / beta)	-13.6 / -14.2	eV
net charge	+2
multiplicity	6


# H20O10

10 unconnected molecules or ions with the total composition H20O10 (ωB97M-V/def2-TZVPD, the OMol25 dataset).

Each line ends with the Löwdin charge.
Positions of all 30 atoms, in Å:
O1 -3.040 -1.797 -0.879  0.068
H1 -3.153 -1.991 -1.676  -0.096
H2 -3.793 -1.609 -0.359  0.040
O2 0.599 3.599 -2.111  -0.100
H3 0.860 3.028 -2.860  0.042
H4 0.447 3.123 -1.269  0.026
O3 0.964 -2.438 1.076  -0.095
H5 0.864 -2.942 0.258  0.073
H6 1.857 -1.960 0.910  0.101
O4 -0.538 0.253 0.679  -0.013
H7 -0.015 -0.555 0.598  0.008
H8 -1.187 0.127 1.266  -0.034
O5 -2.238 0.413 -2.722  -0.081
H9 -2.379 1.145 -3.362  0.080
H10 -2.308 0.975 -1.851  0.126
O6 2.547 2.734 -0.226  -0.040
H11 2.635 3.090 -1.112  0.047
H12 3.258 2.742 0.381  0.034
O7 0.102 0.950 -2.022  -0.017
H13 -0.708 0.599 -2.267  -0.077
H14 0.622 0.573 -1.367  -0.025
O8 1.097 -1.815 3.685  -0.100
H15 0.924 -1.008 4.299  0.092
H16 0.224 -2.075 3.389  -0.024
O9 -1.395 -2.040 2.206  -0.088
H17 -1.987 -2.620 1.670  0.067
H18 -0.627 -1.926 1.613  -0.021
O10 2.114 0.126 0.507  -0.115
H19 1.627 1.070 0.269  0.112
H20 2.624 0.227 1.278  0.011

Output
energy	-20797.508	eV
F_max	0.220	Eh/bohr
E_LUMO	0.318	eV
HOMO-LUMO gap	10.9437	eV
energy above the lowest of the compared OMol25 structures with the same formula, charge and spin	117.7	kcal/mol
SMILES string	O.O.O.O.O.O.O.O.O.O
highest occupied orbital energy	-10.6	eV


# C24H24N4NiO3PS3

A molecular structure, C24H24N4NiO3PS3 (ωB97M-V/def2-TZVPD, the OMol25 dataset).

Each line ends with the Löwdin spin population.
Positions of all 60 atoms, in Å:
Ni1 -0.047 -0.322 -0.318  1.689
N1 -0.144 -0.365 2.135  0.031
N2 -0.822 -1.461 2.671  0.002
C1 -1.562 -2.272 1.886  0.004
N3 -2.264 -3.216 2.523  0.002
S1 -1.605 -2.182 0.214  0.025
H1 0.778 -0.298 2.552  0.000
H2 -0.676 0.483 2.305  0.000
H3 -0.938 -1.498 3.673  0.001
H4 -2.207 -3.358 3.518  0.000
H5 -2.806 -3.864 1.978  0.000
O1 0.298 0.643 -2.219  0.048
S2 0.872 -0.587 -2.868  0.005
O2 0.502 -0.772 -4.234  0.010
O3 0.527 -1.674 -1.932  0.042
C2 2.626 -0.328 -2.773  0.000
C3 3.352 -0.349 -3.948  0.000
C4 4.713 -0.070 -3.922  0.000
C5 5.330 0.250 -2.725  0.001
C6 4.591 0.266 -1.549  0.002
C7 3.237 -0.042 -1.551  0.006
P1 2.312 -0.085 0.018  0.048
C8 3.009 -1.493 0.929  0.011
C9 4.355 -1.618 1.283  0.002
C10 4.808 -2.751 1.934  0.001
C11 3.929 -3.787 2.226  0.000
C12 2.601 -3.689 1.850  0.000
C13 2.145 -2.549 1.203  0.002
C14 2.689 1.465 0.875  0.004
C15 1.911 2.555 0.482  0.001
C16 2.110 3.800 1.056  0.000
C17 3.078 3.966 2.036  0.002
C18 3.843 2.883 2.442  0.000
C19 3.653 1.638 1.865  0.002
H6 2.847 -0.570 -4.877  0.000
H7 5.280 -0.087 -4.842  0.000
H8 6.382 0.493 -2.702  0.000
H9 5.081 0.543 -0.625  0.000
H10 5.071 -0.848 1.026  0.000
H11 5.853 -2.833 2.202  0.000
H12 4.288 -4.675 2.729  0.000
H13 1.916 -4.504 2.041  0.000
H14 1.110 -2.504 0.883  0.001
H15 1.148 2.438 -0.281  0.000
H16 1.501 4.634 0.738  0.000
H17 3.230 4.937 2.488  0.000
H18 4.591 3.006 3.214  0.000
H19 4.240 0.802 2.220  0.000
S3 -1.688 1.487 0.185  0.036
C20 -2.866 1.156 -1.022  0.008
N4 -2.479 0.928 -2.297  0.004
C21 -3.318 0.654 -3.311  0.001
C22 -4.668 0.621 -3.092  0.003
C23 -5.127 0.874 -1.794  0.001
C24 -4.246 1.133 -0.772  0.004
H20 -1.466 0.954 -2.480  0.000
H21 -2.843 0.468 -4.264  0.000
H22 -5.347 0.404 -3.902  0.000
H23 -6.189 0.858 -1.589  0.000
H24 -4.590 1.316 0.234  0.000

Output
energy	-120214.630	eV
F_max	0.007	Eh/bohr
E_LUMO (alpha / beta)	-2.417 / -2.823	eV
HOMO-LUMO gap (alpha / beta)	8.4086 / 8.0671	eV
energy above the lowest of the compared OMol25 structures with the same formula, charge and spin	4.8	kcal/mol
highest occupied orbital energy (alpha / beta)	-10.8 / -10.9	eV
net charge	+1
multiplicity	3